Version i
Below is C23H25FN4O2 in the gas phase, with properties calculated with ωB97M-V/def2-TZVPD.

The geometry in ORCA input format:
```
! RIJCOSX wB97M-V def2-TZVPD def2/J DEFGRID3
* xyz 0 1
C 4.2879 -1.3104 -1.6862
C 3.4741 -2.1837 -0.7976
N 3.4096 -3.5139 -1.0111
C 2.6234 -4.0048 -0.0700
C 2.2213 -5.3247 0.1739
C 1.3935 -5.5801 1.2306
C 0.9537 -4.5271 2.0594
C 1.3458 -3.2456 1.8188
N 2.1657 -2.9903 0.7720
C 2.7147 -1.8254 0.3051
C 2.4581 -0.5008 0.9335
N 1.1500 0.0426 0.5685
C 0.9691 0.3814 -0.8252
C 0.1811 0.0857 1.5067
O 0.3812 -0.2758 2.6551
C -1.1715 0.6564 1.0904
C -2.3096 0.0061 1.8921
C -3.3437 1.0333 2.3740
C -3.5786 2.1274 1.3570
O -4.6734 2.4598 0.9488
N -2.4291 2.7331 0.9657
C -2.4487 3.7316 -0.0857
C -1.9669 3.1458 -1.3869
C -2.6979 2.1269 -1.9905
C -2.2479 1.5300 -3.1540
C -1.0581 1.9363 -3.7366
C -0.3442 2.9513 -3.1294
F 0.8237 3.3524 -3.6759
C -0.7746 3.5602 -1.9634
C -1.1659 2.1688 1.3730
H 3.7071 -1.0059 -2.5572
H 4.6267 -0.4206 -1.1601
H 5.1483 -1.8706 -2.0416
H 2.5823 -6.0981 -0.4830
H 1.0694 -6.5874 1.4402
H 0.3012 -4.7329 2.8919
H 1.0302 -2.4101 2.4250
H 3.2293 0.2091 0.6213
H 2.4706 -0.5817 2.0239
H 0.5391 1.3761 -0.9424
H 0.3308 -0.3432 -1.3385
H 1.9431 0.3717 -1.3076
H -1.3418 0.5100 0.0224
H -1.8828 -0.4977 2.7618
H -2.8027 -0.7457 1.2745
H -2.9929 1.5073 3.2935
H -4.2948 0.5464 2.5873
H -1.8304 4.5835 0.2122
H -3.4900 4.0536 -0.1785
H -3.6267 1.8122 -1.5393
H -2.8255 0.7435 -3.6150
H -0.6875 1.4859 -4.6432
H -0.1840 4.3518 -1.5270
H -0.3650 2.6665 0.8234
H -0.9969 2.3300 2.4439
*
```

Summary:
- highest occupied orbital energy (eV) = -7.99
- frontier orbital gap (eV) = 8.5315

---

Version ii
Below is C23H25FN4O2 in the gas phase, with properties calculated with ωB97M-V/def2-TZVPD.

The geometry in ORCA input format:
```
! RIJCOSX wB97M-V def2-TZVPD def2/J DEFGRID3
* xyz 0 1
O -1.6542 -0.2646 -1.4451
C -1.5008 0.7695 -0.8102
N -2.3323 1.1573 0.1895
C -3.5406 0.4192 0.5478
C -4.5411 0.3520 -0.6089
C -5.8058 -0.3777 -0.1685
C -5.4666 -1.7820 0.3211
C -4.4647 -1.7171 1.4694
C -3.1973 -0.9912 1.0302
N -0.4573 1.6278 -1.1051
C 0.1780 2.5031 -0.1380
C 1.2326 1.7986 0.6891
C 2.5170 2.3184 0.7814
C 3.4982 1.6578 1.4970
C 3.1796 0.4632 2.1157
F 4.1373 -0.1944 2.7997
C 1.9072 -0.0738 2.0513
C 0.9360 0.6059 1.3391
C 0.3887 1.2442 -2.2275
C 1.4807 0.2967 -1.8058
N 2.6998 0.6951 -1.8058
C 3.6505 -0.1527 -1.2911
C 4.9820 0.2721 -1.2505
C 5.9440 -0.5301 -0.6807
C 5.6081 -1.7707 -0.1415
C 4.3039 -2.2088 -0.1816
C 3.3151 -1.4105 -0.7569
C 1.9226 -1.8556 -0.7914
O 1.4946 -2.9045 -0.3594
N 1.0735 -0.9278 -1.3790
H -2.3031 2.1197 0.4786
H -3.9920 0.9735 1.3795
H -4.7840 1.3638 -0.9444
H -4.0757 -0.1812 -1.4383
H -6.2883 0.1822 0.6372
H -6.5065 -0.4318 -1.0037
H -5.0342 -2.3550 -0.5011
H -6.3751 -2.2919 0.6475
H -4.9140 -1.1902 2.3155
H -4.2102 -2.7253 1.8000
H -2.4898 -0.9311 1.8605
H -2.7245 -1.5376 0.2146
H -0.5743 2.9358 0.5264
H 0.6423 3.3240 -0.6922
H 2.7593 3.2407 0.2760
H 4.5014 2.0462 1.5658
H 1.6913 -1.0111 2.5385
H -0.0590 0.1906 1.2753
H 0.8437 2.1426 -2.6472
H -0.2516 0.7656 -2.9727
H 5.2236 1.2377 -1.6657
H 6.9704 -0.1946 -0.6448
H 6.3726 -2.3845 0.3098
H 4.0142 -3.1648 0.2278
H 0.0747 -1.1428 -1.4276
*
```

Summary:
- highest occupied orbital energy (eV) = -8.34
- frontier orbital gap (eV) = 8.8020

---

The least stable of them is version i.

---

Version i
Below is a molecular structure, C4H10NOS2, with properties calculated with ωB97M-V/def2-TZVPD.

The geometry in ORCA input format:
```
! RIJCOSX wB97M-V def2-TZVPD def2/J DEFGRID3
* xyz 1 1
C 1.4488 1.1160 -0.9681
C 1.8032 -0.2591 -1.4046
C -0.4552 0.1808 0.3317
C -1.6662 -1.6000 1.2949
N 0.7550 1.0642 0.4053
O -0.6021 -0.6125 1.3782
S 0.0911 -1.0777 -1.5299
S -1.8799 1.3553 -0.0933
H 2.1978 1.9132 -0.6663
H 0.8957 1.6533 -1.6830
H 2.0509 -0.4121 -2.4263
H 2.2697 -0.9857 -0.7884
H -1.7187 -2.1781 2.1321
H -1.5246 -2.1262 0.4468
H -2.6693 -1.2573 1.3859
H 1.2704 0.6722 1.2481
H 0.6359 2.0131 0.6598
H -2.9025 0.5407 0.2770
*
```

Summary:
- highest occupied orbital energy (eV) = -12.91
- frontier orbital gap (eV) = 8.7873

---

Version ii
Below is 2 unconnected molecules or ions with the total composition C4H10NOS2, with properties calculated with ωB97M-V/def2-TZVPD.

The geometry in ORCA input format:
```
! RIJCOSX wB97M-V def2-TZVPD def2/J DEFGRID3
* xyz 1 1
C -1.7169 0.7941 -0.9026
C -1.7665 0.4331 0.5740
C 0.5484 0.9383 -0.3153
C 1.5567 -1.9144 0.9076
N -0.3203 0.8897 -1.3411
O 0.6947 -1.2085 -0.0473
S -0.1828 1.0068 1.3057
S 2.1962 1.2641 -0.5931
H -2.3319 0.0442 -1.3186
H -2.2962 1.7527 -1.2789
H -2.5387 1.0019 0.9851
H -1.8967 -0.5818 0.6283
H 2.4341 -1.3754 0.6318
H 1.6969 -2.9284 0.8958
H 1.3402 -1.5409 1.8883
H 0.0877 -1.8437 -0.4274
H 0.0561 1.3550 -2.1477
H 2.4389 1.9135 0.5554
*
```

Summary:
- highest occupied orbital energy (eV) = -13.73
- frontier orbital gap (eV) = 9.7188

---

The least stable of them is version i.

---

Version i
Below is 2 unconnected molecules or ions with the total composition H5NO, with properties calculated with ωB97M-V/def2-TZVPD.

The geometry in ORCA input format:
```
! RIJCOSX wB97M-V def2-TZVPD def2/J DEFGRID3
* xyz 0 1
N 0.5090 0.2734 1.1358
H -0.4503 0.1826 1.1717
H 0.8830 0.1895 0.2078
H 0.9572 0.8975 1.7140
O -0.5257 -0.4612 -1.1022
H -0.3973 0.1503 -1.8474
H -0.9759 -1.2321 -1.2796
*
```

Summary:
- highest occupied orbital energy (eV) = -8.91
- frontier orbital gap (eV) = 9.7699

---

Version ii
Below is 2 unconnected molecules or ions with the total composition H5NO, with properties calculated with ωB97M-V/def2-TZVPD.

The geometry in ORCA input format:
```
! RIJCOSX wB97M-V def2-TZVPD def2/J DEFGRID3
* xyz 0 1
N 2.1183 -0.3374 0.1049
H 2.9159 -0.9026 0.3414
H 1.1906 -0.5739 0.3312
H 2.3674 -0.1094 -0.8747
O -2.0779 0.4039 -0.1547
H -2.9889 0.7460 0.1423
H -1.6894 -0.0297 0.5632
*
```

Summary:
- highest occupied orbital energy (eV) = -9.65
- frontier orbital gap (eV) = 10.4853

---

The least stable of them is version i.

---

Version i
Below is 3 unconnected molecules or ions with the total composition C6H18N2O, with properties calculated with ωB97M-V/def2-TZVPD.

The geometry in ORCA input format:
```
! RIJCOSX wB97M-V def2-TZVPD def2/J DEFGRID3
* xyz 0 1
C -0.9200 0.5441 1.1838
C 0.7748 -1.4844 0.5727
C -0.1462 1.7582 0.7855
C -1.9998 0.0822 0.3699
C -0.7839 0.0948 2.5976
N 1.6215 -2.2813 -0.2847
H 2.4817 -1.7916 -0.4979
H 1.1541 -2.4250 -1.1759
H 1.3571 -1.0542 1.3823
H -0.0183 -2.1120 0.9796
H -0.3255 2.0306 -0.2529
H 0.9296 1.6038 0.8997
H -0.4291 2.6004 1.4286
H -2.6068 0.8775 -0.0660
H -2.6193 -0.6823 0.8276
H -1.4352 -0.3516 -0.7494
H -1.1098 -0.9366 2.7356
H 0.2393 0.1941 2.9623
H -1.4291 0.7178 3.2304
C 1.2846 0.6522 -2.4659
N -0.0838 0.2071 -2.6237
O -0.4385 -0.8071 -1.7481
H 0.3011 -0.7120 -0.2417
H -0.7387 0.9833 -2.5322
H 1.9482 -0.1725 -2.7284
H 1.5294 0.9788 -1.4418
H 1.4627 1.4856 -3.1471
*
```

Summary:
- highest occupied orbital energy (alpha / beta) (eV) = -6.89 / -6.90
- frontier orbital gap (alpha / beta) (eV) = 6.2819 / 6.2970

---

Version ii
Below is 2 unconnected molecules or ions with the total composition C6H18N2O, with properties calculated with ωB97M-V/def2-TZVPD.

The geometry in ORCA input format:
```
! RIJCOSX wB97M-V def2-TZVPD def2/J DEFGRID3
* xyz 0 1
C 0.7802 2.1987 1.5079
C -0.6433 1.9221 1.3899
C -1.1515 0.6273 1.9839
N -1.8703 -0.3155 1.2408
C -1.1356 -1.0434 0.2427
C -0.9391 -0.2798 -1.1152
N 0.4442 -0.7703 -1.4707
C 0.5399 -1.9422 -2.3836
H 0.9526 3.3562 1.5850
H 1.2564 1.6228 2.2966
H 1.3930 1.7498 0.7136
H -1.1487 2.2087 0.4166
H -1.1763 2.7468 1.9033
H -1.8269 0.9630 2.7323
H -0.4146 0.0507 2.4736
H -2.6811 -0.0617 0.7797
H -1.6789 -2.1676 0.1959
H -0.1962 -1.3802 0.7358
H -0.9581 0.7428 -0.8454
H -1.7533 -0.6573 -1.8687
H 0.9821 0.1616 -1.8779
H -0.1410 -1.8594 -3.2303
H 0.3436 -2.8760 -1.9402
H 1.4273 -2.1748 -2.8770
O 3.1663 -1.0132 -1.2655
H 3.8853 -0.5700 -0.7598
H 2.5440 -1.2391 -0.5634
*
```

Summary:
- highest occupied orbital energy (eV) = -8.13
- frontier orbital gap (eV) = 8.9636

---

The least stable of them is version i.